(1)
A molecular structure, C11H19N3OS. Source: the Open Molecules 2025 dataset; level of theory: ωB97M-V/def2-TZVPD.

* max |F|: 0.3759 Eh/bohr
* frontier orbital gap: 9.4338 eV
* calculated total energy: -1067.814066 Eh
* net charge: 0

```
35
C11H19N3OS ωB97M-V/def2-TZVPD
C 3.8541 0.0347 -0.9363
C 2.7851 0.6336 -0.1120
C 2.2888 -0.3574 1.0359
C 1.3798 0.2188 1.9612
C 1.0332 -0.8139 2.9767
C 0.3630 -1.9913 2.7204
C -0.7938 -1.7138 1.8887
H -1.4426 -0.9612 1.8729
H -1.7292 -2.7078 2.0063
S -0.5523 -1.9802 -0.0298
C -1.0690 -0.4386 -0.4569
N -1.5241 0.3389 0.2270
C -1.5810 1.6528 -0.5498
C -1.4883 2.0496 -1.6530
C -0.8129 0.9293 -2.6098
O -0.4119 1.2288 -3.6158
N -0.4625 -0.1135 -1.9675
H -0.0913 -0.8737 -2.3955
H -1.7550 2.9758 -2.1644
N -2.2400 2.7064 0.5761
H -2.6008 3.3778 0.1028
H -2.5854 2.3438 1.5582
H 0.8955 -2.6120 2.2664
H -0.0475 -2.4509 3.7441
H 0.0170 -0.3971 3.7406
H 1.7065 -0.9442 3.7266
H 1.9449 1.1420 2.3907
H 0.3619 0.4882 1.4630
H 3.4114 -0.5969 1.8118
H 2.0974 -1.2359 0.6612
H 3.1589 1.4194 0.4652
H 1.9780 0.7287 -0.6068
H 4.0812 0.6607 -1.7265
H 4.8921 -0.3465 -0.4569
H 3.5334 -0.9691 -1.3996
```


(2)
6 unconnected molecules or ions with the total composition C26H50B2FN2O23PSi2. Source: the Open Molecules 2025 dataset; level of theory: ωB97M-V/def2-TZVPD.

* max |F|: 0.0159 Eh/bohr
* frontier orbital gap: 8.9997 eV
* SMILES string: CCC[Si@](CCCC(=O)O)(CP(=O)(O)O)O[Si](B(N)O)(B(N)O)[C@H](F)CC.O=C1OCCO1.O=C1OCCO1.O=C1OCCO1.O=C1OCCO1.O=C1OCCO1
* calculated total energy: -3931.144611 Eh
* net charge: 0

```
107
C26H50B2FN2O23PSi2 ωB97M-V/def2-TZVPD
C 2.2547 0.4560 -2.3658
C 2.1088 -0.8860 -1.6298
C 0.6642 -1.1276 -1.1236
Si -0.2606 -2.3592 -2.1648
C -0.7814 -1.5057 -3.7525
C 0.2857 -1.7206 -4.8446
C 0.1532 -0.7084 -5.9868
C 1.1339 -1.0311 -7.0855
O 0.8560 -1.4475 -8.1683
O 2.4371 -0.7950 -6.7025
C -1.8142 -2.9118 -1.2246
P -3.1449 -3.5607 -2.2093
O -4.0082 -2.5370 -2.8040
O -2.4159 -4.5466 -3.2464
O -3.9536 -4.6484 -1.3351
O 0.6899 -3.6402 -2.6031
Si 1.6195 -4.6353 -1.6141
B 3.5017 -4.5260 -2.3820
N 3.6296 -4.5301 -3.8264
O 4.6371 -4.4426 -1.6202
B 0.9617 -6.5537 -1.8667
N -0.3460 -6.8463 -2.3135
O 1.7770 -7.6417 -1.5771
C 1.5882 -4.2058 0.2487
F 2.4630 -3.1309 0.5063
C 2.0687 -5.4301 1.0239
C 2.5290 -5.0729 2.4359
H 3.0333 0.4243 -3.1290
H 1.3233 0.7356 -2.8649
H 2.4791 1.2399 -1.6437
H 2.7842 -0.8916 -0.7740
H 2.4297 -1.6904 -2.2990
H 0.0990 -0.1955 -1.2268
H 0.6374 -1.3462 -0.0563
H -1.7370 -1.8888 -4.1156
H -0.8624 -0.4308 -3.5700
H 0.2128 -2.7433 -5.2233
H 1.2859 -1.6170 -4.4144
H 0.3906 0.2873 -5.6051
H -0.8445 -0.7290 -6.4222
H 2.9706 -1.5789 -6.8787
H -1.5875 -3.6090 -0.4146
H -2.2243 -2.0033 -0.7712
H -3.0494 -5.1404 -3.6719
H -4.4856 -4.2144 -0.6578
H 2.7510 -4.3664 -4.3042
H 4.0787 -5.3324 -4.2494
H 5.3502 -4.0239 -2.1166
H -0.4365 -7.6201 -2.9591
H -0.8982 -6.0581 -2.6233
H 2.7020 -7.5214 -1.8027
H 0.6055 -3.9199 0.6396
H 2.8869 -5.9280 0.4953
H 1.2267 -6.1221 1.0918
H 2.7420 -5.9791 3.0043
H 1.7591 -4.5132 2.9718
H 3.4350 -4.4709 2.4162
O -1.1230 0.4625 1.0365
C -1.7592 -0.0500 1.8984
O -2.1002 0.5572 3.0586
C -3.0552 -0.2628 3.7431
C -2.7602 -1.6363 3.1639
O -2.2469 -1.3111 1.8651
H -2.8964 -0.1924 4.8150
H -4.0579 0.0888 3.4969
H -1.9865 -2.1661 3.7211
H -3.6366 -2.2697 3.0630
O -4.3463 6.3729 2.6811
C -3.5109 5.5743 2.3877
O -3.7727 4.3057 2.0027
C -2.5525 3.7178 1.5196
C -1.4990 4.5574 2.2160
O -2.1872 5.8067 2.3991
H -2.5157 2.6672 1.7829
H -2.5192 3.8217 0.4346
H -1.2396 4.1585 3.1979
H -0.5928 4.7024 1.6375
O 1.6596 3.9008 1.2395
C 2.6039 3.1812 1.3308
O 3.0958 2.4232 0.3299
C 4.3537 1.8753 0.7495
C 4.2285 1.9109 2.2611
O 3.3285 3.0121 2.4555
H 4.4741 0.8764 0.3391
H 5.1527 2.5211 0.3839
H 3.7647 1.0097 2.6650
H 5.1661 2.1076 2.7738
O 6.3578 4.2872 3.8110
C 5.5891 4.7496 4.5916
O 4.9610 4.0434 5.5596
C 4.2923 4.9615 6.4310
C 4.1130 6.1754 5.5351
O 5.2172 6.0455 4.6332
H 3.3594 4.5256 6.7761
H 4.9401 5.1664 7.2847
H 3.1875 6.1344 4.9594
H 4.1773 7.1247 6.0586
O -10.3156 8.2124 0.7883
C -9.3458 7.5285 0.8416
O -8.8936 6.7537 -0.1741
C -7.5962 6.2597 0.1750
C -7.6183 6.3359 1.6903
O -8.5385 7.4113 1.9185
H -7.4693 5.2538 -0.2153
H -6.8416 6.9173 -0.2595
H -8.0248 5.4292 2.1425
H -6.6509 6.5595 2.1278
```


(3)
2 unconnected molecules or ions with the total composition C3H3BrNO4. Source: the Open Molecules 2025 dataset; level of theory: ωB97M-V/def2-TZVPD.

* max |F|: 0.0675 Eh/bohr
* frontier orbital gap (spin up / spin down): 7.9662 / 7.2586 eV
* calculated total energy: -3045.694225 Eh
* net charge: -1

```
12
C3H3BrNO4 ωB97M-V/def2-TZVPD
C -0.1209 -0.0472 1.7456
C -1.5009 -0.3538 -1.4121
C 0.5823 0.6297 0.4611
N 1.3930 -0.1775 -0.2818
O 0.8021 -0.0463 2.6079
O 1.3461 -1.4361 -0.1147
O -1.2025 -0.5948 1.6439
O 2.2752 0.2785 -0.9767
Br 0.7772 2.4708 0.3005
H -2.2236 0.4144 -1.8057
H -0.4749 -0.4018 -1.7484
H -1.6531 -0.7357 -0.4197
```


(4)
14 unconnected molecules or ions with the total composition H28O14. Source: the Open Molecules 2025 dataset; level of theory: ωB97M-V/def2-TZVPD.

* max |F|: 0.0548 Eh/bohr
* frontier orbital gap: 9.6644 eV
* calculated total energy: -1070.119009 Eh
* net charge: 0

```
42
H28O14 ωB97M-V/def2-TZVPD
O -1.7855 2.5557 -1.9336
H -2.0112 1.9960 -2.6566
H -0.8274 2.5620 -2.0099
O -1.9169 -0.5105 2.2987
H -2.3684 -0.5910 3.1347
H -2.4480 -1.0392 1.7164
O -1.1099 1.6403 3.6079
H -1.0615 0.8736 2.9825
H -1.9895 1.9092 3.5363
O -2.5709 0.7861 -0.0697
H -2.4441 1.6154 -0.5974
H -1.8035 0.6938 0.5323
O 2.0000 2.1353 -3.5004
H 2.9088 1.7955 -3.5403
H 1.6335 1.6712 -2.6850
O 0.8241 2.1628 -1.0114
H 0.3058 2.4552 -0.2091
H 1.6061 1.8513 -0.5499
O -0.3475 -2.5565 3.4026
H -0.4441 -1.7441 2.9421
H -0.7057 -3.2208 2.8698
O 3.1182 1.0110 -0.1114
H 3.9591 0.5492 -0.0881
H 2.8721 0.8657 0.8013
O 1.6358 -0.4635 -2.5704
H 2.1920 -1.1141 -2.1838
H 1.9868 -0.2606 -3.4581
O 1.1576 0.0427 2.2678
H 1.4141 -0.6410 2.8922
H 1.6802 0.8576 2.3698
O -2.7230 -1.0041 -2.4754
H -2.5012 -0.6187 -3.3054
H -2.3332 -0.4871 -1.8129
O 1.6741 -2.7461 -0.7365
H 2.4744 -2.7797 -0.2841
H 1.2224 -1.9006 -0.5107
O 0.0732 -0.4283 -0.0406
H 0.3474 0.3618 -0.5241
H 0.4612 -0.3137 0.8160
O -1.7599 -2.6090 0.1238
H -1.3512 -3.3778 0.5066
H -1.0443 -1.9847 0.0644
```